1.
Entry from OMol25: a molecular structure, C18H19F3N6ORuS2Se (ωB97M-V/def2-TZVPD).

Structure (XYZ):
```
51
Properties=species:S:1:pos:R:3:forces:R:3
Ru -1.074101 0.298158 0.350186 -0.5 -0.6 -0.2
Se -2.767330 2.147924 -0.217980 0.2 0.1 0.2
S -0.446017 -2.341584 0.608835 0.2 0.4 0.0
S -1.640400 0.168482 2.639340 -0.1 0.1 -0.1
F 1.132273 -4.982579 -0.585413 0.1 0.0 0.1
F 3.222574 -5.076928 -0.031636 -0.1 0.0 0.0
F 1.726758 -4.636714 1.467488 0.0 0.0 -0.1
O 0.294254 1.704260 0.385529 0.2 0.2 -0.1
N 1.326148 -0.747800 -0.296324 0.5 0.3 -0.1
N -2.827250 -0.754991 0.151816 -0.3 0.0 0.7
N -3.906964 -0.906114 3.442546 0.0 0.1 0.2
N -3.660713 -1.028591 1.205126 0.7 0.3 -0.1
N -1.076751 4.456427 -1.109511 0.0 0.0 -0.1
N -1.152424 -0.093942 -1.766551 0.5 0.4 0.2
C 2.508470 -0.286930 -0.674548 -0.1 -0.2 0.0
C 3.453380 -2.451036 -0.522887 0.1 0.1 0.0
C 2.225676 -2.933910 -0.111715 0.0 -0.1 0.0
C -3.162489 -1.140900 -1.015302 0.3 0.0 -0.7
C 1.939651 3.320215 0.821418 0.1 0.1 0.0
C -0.274687 0.255785 -2.698135 0.0 0.1 0.0
C -0.425271 -0.107087 -4.028812 0.1 0.1 0.1
C 0.954859 2.344643 1.462050 0.0 -0.3 -0.1
C -2.458034 -1.199822 -3.413644 0.1 0.0 -0.4
C -0.012566 3.136500 2.342795 0.0 0.0 0.0
C 1.723160 1.326018 2.309407 0.0 -0.1 0.0
C 2.067002 -4.395242 0.189099 0.0 0.1 0.0
C 3.621468 -1.099467 -0.804701 0.0 -0.1 0.0
C -2.232058 -0.803867 -2.110447 -0.7 -0.3 0.5
C -1.533102 -0.849109 -4.389033 -0.3 -0.1 0.1
C 1.143791 -2.031306 0.024460 -0.1 0.0 0.0
C -3.132330 -0.615316 2.353843 -0.6 -0.4 -0.2
C -1.699784 3.542514 -0.773817 0.0 -0.1 0.1
H 4.287377 -3.133245 -0.613242 0.0 0.0 0.0
H 2.163141 1.794059 3.195084 0.0 0.0 0.0
H 0.557978 0.852505 -2.351787 0.0 0.0 0.0
H -0.761202 2.487356 2.794197 0.0 0.1 0.0
H -4.075497 -1.704252 -1.176882 0.0 0.0 0.0
H 2.469738 3.899577 1.584579 0.0 0.0 0.0
H -0.525481 3.889737 1.746832 0.0 0.0 -0.1
H -1.683443 -1.150624 -5.417809 0.0 0.0 0.0
H 0.316639 0.194082 -4.755044 0.0 0.0 0.0
H -3.343681 -1.774402 -3.650274 0.0 0.0 0.0
H 2.544877 0.781554 -0.869407 0.0 0.0 0.0
H 1.062921 0.523501 2.640291 0.0 0.0 0.0
H -3.719016 -0.365820 4.269154 0.0 0.0 0.0
H 2.526862 0.872773 1.723402 0.0 0.0 0.1
H 2.682042 2.776352 0.230443 0.0 0.0 0.0
H -4.872997 -1.109378 3.245978 0.0 0.0 0.0
H 1.399132 4.004183 0.165808 0.0 0.0 0.0
H 4.577771 -0.697264 -1.109801 0.0 0.0 0.0
H 0.535650 3.641638 3.144977 0.0 0.0 0.0
```
Positions in Å, forces in eV/Å.

Properties
Multiplicity: 2
Net charge: -1
Highest occupied orbital energy (spin up / spin down): -4.51 / -4.51 eV
LUMO level (spin up / spin down): 2.27 / 2.02 eV
Electronic energy: -127717.24524 eV

These are the natural (NBO) partial charges, in e, on atoms 1 to 6: number 1, Ru, carries 0.638; number 2, Se, carries -0.059; number 3, S, carries -0.178; number 4, S, carries -0.095; number 5, F, carries -0.325; number 6, F, carries -0.345

2.
Entry from OMol25: a molecular structure, C12H3Cl7SSr (ωB97M-V/def2-TZVPD).

Structure (XYZ):
```
24
Properties=species:S:1:pos:R:3:forces:R:3
Sr 12.447884 3.151441 4.362192 0.2 0.5 0.2
Cl 9.493866 3.252751 4.654237 -0.1 1.0 0.0
Cl 18.449715 2.963905 7.906149 0.0 0.0 0.1
Cl 18.692235 3.000388 4.733125 -0.6 0.0 0.7
Cl 12.897836 2.961998 7.503888 0.9 0.0 -0.4
Cl 15.590176 2.977659 9.350187 0.3 0.0 -0.4
Cl 15.931396 2.910184 2.974038 0.1 0.1 0.7
Cl 10.608156 8.761032 4.619172 0.2 0.2 0.0
S 11.771352 5.907653 4.638408 0.6 -0.8 -0.2
C 15.962815 2.987073 4.743197 0.2 -0.1 2.9
C 7.257406 6.643660 4.611237 0.7 -0.6 -0.1
C 14.566930 3.009920 6.822628 2.6 -0.2 -0.3
C 9.534586 7.428823 4.609912 -0.9 -1.6 -0.3
C 9.095824 5.013663 4.634571 -0.6 1.8 -0.2
C 10.059608 6.067176 4.597992 -0.8 0.4 0.3
C 8.165212 7.705694 4.581137 0.7 -1.1 0.2
C 7.721631 5.316693 4.633648 0.4 0.0 -0.1
C 17.012174 2.989253 6.968207 -0.9 0.0 -0.6
C 14.792358 3.002823 5.476555 -2.5 -0.1 -2.0
C 15.737554 2.992700 7.614123 -0.3 0.0 0.0
C 17.127550 2.985496 5.545826 0.0 0.1 -0.8
H 7.847026 8.730988 4.569477 -0.2 0.2 0.0
H 6.196367 6.839509 4.606421 -0.1 -0.1 0.0
H 7.029287 4.481047 4.628190 -0.1 0.2 0.1
```
Positions in Å, forces in eV/Å.

Properties
Multiplicity: 1
Highest occupied orbital energy: -7.76 eV
LUMO level: -1.11 eV
Electronic energy: -111820.71998 eV

These are the natural (NBO) partial charges, in e, on atoms 1 to 6: number 1, Sr, carries 1.735; number 2, Cl, carries -0.108; number 3, Cl, carries 0.064; number 4, Cl, carries 0.021; number 5, Cl, carries -0.052; number 6, Cl, carries 0.034

3.
Entry from OMol25: a gas-phase ion, C4H8N3OS (charge +1) (ωB97M-V/def2-TZVPD).

Structure (XYZ):
```
17
Properties=species:S:1:pos:R:3:forces:R:3
S -2.258758 0.283771 1.520252 0.8 0.4 -2.4
O 1.067616 1.412914 -1.474515 -1.2 -1.6 -0.2
N -2.237211 -2.305799 1.158262 1.8 -1.5 -1.9
N -1.232376 -1.254556 -0.616863 -0.5 3.2 3.8
N -0.295732 -0.424551 -1.157287 1.8 -0.9 -1.1
C 1.726558 0.264309 -1.838143 0.4 -0.4 0.9
C -0.248661 0.935158 -0.865982 1.7 4.0 -1.2
C -1.769621 -1.168298 0.663022 -0.3 -1.0 -1.4
C 1.120369 -0.858484 -1.470121 -1.8 0.3 -0.2
H -1.891391 -3.212624 0.726197 -0.8 1.5 1.2
H 2.697425 0.295048 -2.322437 -0.2 0.5 0.2
H -0.984576 1.576981 -1.445204 0.2 -0.8 0.9
H 1.344962 -1.900791 -1.681383 -0.1 0.4 0.1
H -1.140422 -2.120062 -1.005028 -0.2 -3.0 -1.1
H -0.124011 1.289312 0.179450 -0.2 -0.6 -0.4
H -2.081011 0.967415 0.280390 -0.6 -0.4 1.9
H -2.695469 -2.324656 2.029422 -0.8 -0.2 0.9
```
Positions in Å, forces in eV/Å.

Properties
Multiplicity: 1
Net charge: +1
Highest occupied orbital energy: -11.61 eV
LUMO level: -4.24 eV
Electronic energy: -21620.35096 eV

These are the natural (NBO) partial charges, in e, on atoms 1 to 6: number 1, S, carries 0.172; number 2, O, carries -0.453; number 3, N, carries -0.719; number 4, N, carries -0.356; number 5, N, carries -0.300; number 6, C, carries 0.137

4.
Entry from OMol25: a molecular structure, C35H44CsN5O2PS2Si2 (ωB97M-V/def2-TZVPD).

Structure (XYZ):
```
92
Properties=species:S:1:pos:R:3:forces:R:3
Cs -0.389701 0.754580 0.739210 0.5 0.2 -0.2
S 3.963790 3.238658 1.233227 0.0 0.0 0.0
S 0.853985 -1.695833 4.044960 -0.1 0.0 -0.1
P 0.434739 -2.960701 -0.272915 0.0 0.2 0.0
Si 0.592129 3.917585 -1.693678 0.0 0.0 0.0
Si -1.218330 4.502303 0.881743 -0.1 0.0 0.0
O -3.192141 0.309501 -1.747251 0.0 -0.1 0.0
O -3.396892 -0.108308 2.751874 0.0 0.0 0.0
N 5.034219 1.473296 -0.532998 0.0 0.0 0.0
N -1.026054 0.137992 4.785670 0.0 0.0 0.0
N 3.630257 0.694527 1.199114 0.0 -0.1 0.1
N 0.928793 0.837980 3.663221 0.0 0.0 0.0
N -3.049319 -0.199301 0.485734 -0.1 -0.1 0.0
C 2.258862 3.070799 -2.069391 0.0 0.0 0.0
C -0.053558 -4.653131 1.844777 0.0 0.0 0.0
C 3.054456 -2.287058 -0.806146 0.0 0.0 0.0
C -2.751875 3.839160 -0.017761 0.0 0.0 0.0
C -2.631332 -2.751158 -2.932097 0.0 0.0 0.0
C 0.993210 -6.770532 2.284421 0.0 0.0 0.0
C 4.242410 -2.253280 -1.520806 0.0 0.0 0.0
C 0.187414 -0.093356 4.180189 0.0 0.0 -0.1
C 1.633634 -5.485002 0.353731 0.0 0.0 0.0
C 0.715590 -4.493466 0.692338 0.0 0.0 0.0
C 1.929620 -2.923014 -1.333671 0.0 0.0 0.0
C 4.227017 1.659205 0.573703 0.0 0.0 0.0
C 2.886271 1.200557 2.251855 0.0 -0.1 0.1
C 2.929649 2.542726 2.416384 0.0 0.0 0.0
C -3.680186 0.275743 -0.622972 -0.1 -0.1 0.2
C -1.321924 3.890477 2.684269 0.0 0.0 0.1
C -5.114914 0.729731 1.236446 0.0 0.0 0.0
C 2.041742 0.299320 3.043316 0.0 0.1 0.1
C 4.310314 -2.820585 -2.786615 0.0 0.0 0.0
C 0.296730 4.007698 0.071238 0.0 -0.1 0.0
C -1.564671 6.362506 1.075902 0.0 0.0 0.0
C -0.879724 -3.478212 -1.435169 0.0 0.0 0.1
C -3.771175 0.084117 1.591265 0.0 0.0 -0.1
C -2.265901 -5.099281 -2.561918 0.0 0.0 0.0
C 2.170912 -1.045728 3.135385 0.0 0.0 0.0
C -2.962285 -4.073680 -3.189437 0.0 0.0 0.0
C 3.186523 -3.424804 -3.332443 0.0 0.0 0.0
C 0.077229 -5.787458 2.632219 0.0 0.0 0.0
C -5.080349 0.796151 -0.284680 0.0 0.0 0.0
C -1.231981 -4.804086 -1.685323 0.1 0.0 0.0
C -1.597931 -2.457410 -2.055322 0.0 0.0 0.1
C 2.003857 -3.481699 -2.606682 0.0 0.0 0.0
C -0.707905 2.955181 -2.678231 0.0 0.0 0.0
C 0.727392 5.558047 -2.653303 0.0 0.0 0.0
C 1.773195 -6.615972 1.146584 0.0 0.0 0.0
H -0.941459 1.961787 -2.285741 0.0 0.0 0.0
H -2.534780 -6.132044 -2.747727 0.0 0.0 0.0
H -1.130638 2.820383 2.800649 0.0 0.0 0.0
H -0.574028 4.401097 3.300161 0.0 0.0 0.0
H 0.944917 5.412341 -3.716744 0.0 0.0 0.0
H 1.195085 4.274678 0.639644 0.0 0.0 0.0
H 5.118640 -1.783509 -1.088948 0.0 0.0 0.0
H -0.210850 6.115125 -2.572586 0.0 0.0 0.0
H -1.397073 -1.417706 -1.826587 0.0 0.0 0.0
H 2.374253 3.142793 3.116226 0.0 0.0 0.0
H -3.190960 -1.936617 -3.372640 0.0 0.0 0.0
H -0.763438 6.844070 1.644108 0.0 0.0 0.0
H -3.633728 3.837506 0.630498 0.0 0.0 0.0
H -0.368627 2.826330 -3.711087 0.0 0.0 0.0
H -1.781164 -0.430342 4.411854 0.0 0.0 0.0
H -0.700855 -5.608176 -1.190375 0.0 0.0 0.0
H -1.602804 6.843682 0.094592 0.0 0.0 0.0
H -5.165624 1.711576 1.709502 0.0 0.0 0.0
H 2.945900 -1.666057 2.718387 0.0 0.0 0.0
H 2.999491 -1.800155 0.162139 0.0 0.0 0.0
H 1.103839 -7.652442 2.903004 0.0 0.0 0.0
H -2.511330 6.558809 1.590706 0.0 0.0 0.0
H 3.069089 3.655241 -1.619853 0.0 0.0 0.0
H -5.815272 0.147215 -0.764395 0.0 0.0 0.0
H 3.230421 -3.856108 -4.324688 0.0 0.0 0.0
H -0.528285 -5.898076 3.522844 0.0 0.0 0.0
H -3.777430 -4.306643 -3.863657 0.0 0.0 0.0
H -5.202386 1.798847 -0.693324 0.0 0.0 0.0
H -0.758177 -3.877599 2.124596 0.0 0.0 0.0
H 4.890171 0.552661 -0.926027 0.0 0.0 0.0
H 5.234613 -2.783402 -3.349544 0.0 0.0 0.0
H 2.493130 -7.377681 0.873996 0.0 0.0 0.0
H -2.608846 2.828496 -0.409543 0.0 0.0 0.0
H 4.907544 2.184986 -1.239820 0.0 0.0 0.0
H 2.298542 2.059616 -1.650949 0.0 0.0 0.0
H -2.302626 4.101940 3.122516 0.0 0.0 0.0
H 2.248577 -5.371654 -0.530867 0.0 0.0 0.0
H 1.513811 6.186479 -2.224864 0.0 0.0 0.0
H -1.278798 1.114816 4.695047 0.0 0.0 0.0
H -2.982104 4.470768 -0.880862 0.0 0.0 0.0
H 1.130155 -3.958203 -3.034964 0.0 0.0 0.0
H -5.924740 0.124826 1.645730 0.0 0.0 0.0
H -1.653502 3.501404 -2.714777 0.0 0.0 0.0
H 2.445550 3.004147 -3.145620 0.0 0.0 0.0
```
Positions in Å, forces in eV/Å.

Properties
Multiplicity: 1
Net charge: -1
Highest occupied orbital energy: -3.49 eV
LUMO level: 2.03 eV
Electronic energy: -95823.25580 eV

These are the Mulliken partial charges, in e, on atoms 1 to 6: number 1, Cs, carries 1.370; number 2, S, carries -0.173; number 3, S, carries -0.208; number 4, P, carries 1.114; number 5, Si, carries -0.274; number 6, Si, carries -0.688

5.
Entry from OMol25: C6H9N3O3 in the gas phase (ωB97M-V/def2-TZVPD).

Structure (XYZ):
```
21
Properties=species:S:1:pos:R:3:forces:R:3
O -4.057584 -0.335860 0.766787 -0.4 0.8 0.3
O -0.411334 2.177393 -0.283718 -0.1 1.3 0.1
O 3.478069 0.071264 -0.719335 -0.9 -0.7 1.4
N 0.979019 0.194738 -1.179179 3.1 -3.0 0.0
N -0.289857 -0.024547 -0.709121 -2.3 -0.2 1.4
N -2.256065 0.980444 0.183250 -1.4 0.3 0.2
C -2.937255 -0.233202 0.321930 -1.0 0.2 0.0
C 2.327451 -0.302092 -0.077163 -4.8 -2.8 -2.9
C 1.655331 0.133392 1.215256 3.6 1.4 1.3
C -2.233284 -1.346655 -0.169080 3.1 -2.3 -1.1
C -0.998481 1.124579 -0.236786 2.7 -0.9 -1.1
C -0.933757 -1.287370 -0.615065 1.0 1.0 -1.3
H 1.209401 1.158185 -1.216731 -0.9 1.3 -0.1
H 3.380608 0.996786 -0.787293 0.7 2.1 -0.4
H 0.744783 -0.355996 1.390097 -1.1 -0.7 -0.1
H 2.312322 -0.114662 2.051147 0.0 -0.5 0.2
H -0.307292 -2.156024 -1.060858 -1.4 1.6 1.0
H -2.741373 1.876761 0.248180 -0.1 -0.6 0.4
H 2.212052 -1.436281 -0.318040 0.4 1.9 1.2
H -2.673278 -2.337580 -0.210019 -0.3 0.4 0.3
H 1.540521 1.216718 1.405735 -0.1 -0.3 -0.9
```
Positions in Å, forces in eV/Å.

Properties
Multiplicity: 1
SMILES: C[C@H](O)Nn1ccc(=O)[nH]c1=O
Highest occupied orbital energy (spin up / spin down): -8.28 / -8.28 eV
LUMO level (spin up / spin down): 0.37 / 0.37 eV
Electronic energy: -16978.62309 eV

These are the natural (NBO) partial charges, in e, on atoms 1 to 6: number 1, O, carries -0.573; number 2, O, carries -0.644; number 3, O, carries -0.649; number 4, N, carries -0.508; number 5, N, carries -0.294; number 6, N, carries -0.624